A structure of composition C43H35BCl3N6OZr. Source: OMol25; level of theory: ωB97M-V/def2-TZVPD.

Atoms and positions in Å:
Zr1 -0.3547 -0.1472 -0.1644
C1 1.6035 -4.6435 2.1104
C2 0.8937 -3.3378 2.2243
C3 0.2455 -2.7941 3.3012
C4 -0.2272 -1.5365 2.8783
N1 0.1202 -1.3438 1.5995
N2 0.8146 -2.4535 1.1911
B1 1.6813 -2.4165 -0.0927
N3 0.8431 -2.4483 -1.4181
N4 0.2533 -1.3327 -1.9428
C5 -0.1504 -1.6297 -3.1839
C6 0.1840 -2.9671 -3.4661
C7 0.7927 -3.4486 -2.3309
C8 1.3445 -4.8084 -2.0716
C9 -0.8173 -0.6356 -4.0222
C10 -0.9127 0.6921 -3.6086
C11 -1.5590 1.6326 -4.3952
C12 -2.1186 1.2625 -5.6084
C13 -2.0256 -0.0579 -6.0312
C14 -1.3821 -0.9979 -5.2470
N5 2.5278 -1.1480 -0.0893
N6 1.9684 0.1015 -0.0786
C15 2.9930 0.9725 -0.0081
C16 4.2135 0.2646 0.0393
C17 3.8847 -1.0634 -0.0039
C18 4.7733 -2.2586 0.0247
C19 2.7963 2.4076 0.0118
C20 1.5199 2.9509 0.1516
C21 1.3239 4.3250 0.1544
C22 2.4000 5.1861 0.0203
C23 3.6829 4.6572 -0.1151
C24 3.8797 3.2908 -0.1212
C25 -0.9806 -0.5344 3.6059
C26 -1.1464 0.7468 3.0754
C27 -1.9175 1.6930 3.7314
C28 -2.5245 1.3835 4.9375
C29 -2.3351 0.1209 5.4940
C30 -1.5757 -0.8271 4.8388
H1 1.4776 -5.2066 3.0346
H2 1.2125 -5.2454 1.2881
H3 2.6735 -4.5062 1.9342
H4 0.1229 -3.2469 4.2714
H5 2.3823 -3.3780 -0.0938
H6 -0.0077 -3.5171 -4.3717
H7 1.1461 -5.4513 -2.9279
H8 2.4232 -4.7785 -1.9028
H9 0.8857 -5.2611 -1.1911
H10 -0.4560 1.0159 -2.6806
H11 -1.6288 2.6546 -4.0447
H12 -2.6287 1.9951 -6.2222
H13 -2.4691 -0.3572 -6.9733
H14 -1.3414 -2.0296 -5.5754
H15 5.2070 0.6742 0.1080
H16 5.8125 -1.9350 0.0680
H17 4.5755 -2.8890 0.8962
H18 4.6440 -2.8812 -0.8642
H19 0.6605 2.3151 0.2842
H20 0.3152 4.7082 0.2599
H21 2.2494 6.2590 0.0179
H22 4.5329 5.3202 -0.2249
H23 4.8810 2.8982 -0.2443
H24 -0.6049 1.0477 2.1841
H25 -2.0390 2.6736 3.2870
H26 -3.1420 2.1145 5.4450
H27 -2.8092 -0.1317 6.4353
H28 -1.4692 -1.8176 5.2636
Cl1 -8.1935 -0.0829 -1.1599
C31 -6.4864 -0.2413 -0.7718
C32 -5.9287 0.6585 0.2032
C33 -4.9631 0.0737 0.8894
Cl2 -1.7014 1.8917 -0.2667
C34 -3.4510 -1.2105 -0.2817
O1 -2.1772 -1.3635 -0.3835
C35 -4.3425 -1.4089 -1.3248
Cl3 -3.6435 -2.0772 -2.7885
C36 -5.7525 -1.1759 -1.4258
H29 -6.2204 1.6998 0.2609
H30 -6.2629 -1.7561 -2.1848
C37 -4.1044 -0.9129 1.0266
C38 -3.9604 -1.7862 2.1967
C39 -3.1104 -2.8916 2.1652
C40 -3.0565 -3.7589 3.2464
C41 -3.8489 -3.5407 4.3636
C42 -4.6923 -2.4371 4.4031
C43 -4.7389 -1.5604 3.3346
H31 -2.4845 -3.0565 1.2968
H32 -2.3848 -4.6087 3.2131
H33 -3.8053 -4.2242 5.2038
H34 -5.3044 -2.2512 5.2778
H35 -5.3822 -0.6889 3.3664

DFT total energy: -3516.05975 a.u.
Net charge: -1
Kohn-Sham gap (spin up / spin down): 4.033 / 4.030 eV
Energy relative to the best compared isomer or geometry (same formula, charge and spin): 101.2 kcal per mole
Lowest unoccupied orbital energy (spin up / spin down): 2.323 / 2.323 eV